ORCA calculation (wB97M-V/def2-TZVPD) on a single C4H5NO2 molecule.

Last column: natural (NBO) charge in e.
Element x y z (Å)
1 C -0.39611 0.85422 0.34457  -0.28
2 N -0.31507 -0.59675 0.54404  -0.19
3 O -2.39603 -0.94514 -0.38517  -0.54
4 H 2.50903 -0.11932 -0.98908  0.22
5 C 1.59009 0.02308 -0.43509  0.13
6 H -0.73892 1.35793 1.25306  0.22
7 H 1.50502 2.11180 0.05679  0.23
8 H -1.16180 -2.45213 0.22917  0.13
9 C 1.03192 1.14793 -0.01317  -0.32
10 O 0.84582 -1.09653 -0.21333  -0.35
11 C -1.37519 -1.38429 0.07786  0.54
12 H -1.09876 1.09920 -0.46966  0.21

calculated total energy = -360.55775 hartree
structure (SMILES) = O=CN1CC=CO1
molecular weight = 99.09 u
energy relative to the best compared isomer or geometry (same formula, charge and spin) = 3.0388 eV